C19H54BCl2N15O31P | ωB97M-V/def2-TZVPD

Structure (XYZ):
```
123
Properties=species:S:1:pos:R:3:forces:R:3
C 1.96613 -1.63396 0.94295 -0.253 -0.229 -0.385
C 0.99350 -0.48458 1.17597 0.729 0.004 0.278
Cl -0.62673 -1.22602 1.49272 0.098 0.352 -0.092
C 1.41827 0.47228 2.33186 -0.378 -0.384 -0.067
Cl 1.04081 2.20176 1.89376 -0.433 -0.312 -0.242
C 2.90929 0.43124 2.60123 -0.158 0.793 -0.214
C 3.57630 1.54782 3.39856 0.970 -0.467 0.180
O 4.91346 1.06113 3.37525 -0.230 -0.110 -0.083
B 4.75738 -0.39901 3.62390 -0.350 0.017 0.424
P 6.03122 -1.55118 2.70183 0.991 0.037 0.145
N 5.44270 -3.15627 3.05207 -0.459 0.424 -0.144
O 5.58630 -1.43891 1.07394 -0.416 -0.088 -0.196
O 3.30351 -0.70620 3.27942 0.217 -0.050 -0.316
H 2.98935 -1.28749 0.80388 0.011 -0.071 0.205
H 1.67545 -2.14488 0.02065 -0.101 -0.006 0.001
H 1.91448 -2.35643 1.75262 0.225 0.088 0.085
H 0.91561 0.08830 0.25507 -0.266 0.095 0.029
H 0.80810 0.27311 3.20951 0.195 -0.041 0.126
H 3.38756 0.55066 1.60623 0.044 -0.244 -0.014
H 3.27296 1.52676 4.45513 -0.607 0.314 -0.128
H 3.52417 2.53885 2.95000 0.005 0.020 0.095
H 4.94033 -0.70281 4.80863 0.055 -0.087 0.009
H 5.81222 -3.44490 3.94981 0.069 -0.119 -0.066
H 4.42494 -3.14534 3.12060 0.009 -0.141 0.094
H 5.99484 -2.17487 0.60728 0.112 0.032 -0.054
C -0.17396 -5.74381 1.50419 -0.082 -0.135 -0.115
N 1.26605 -5.51343 1.76972 -0.013 0.105 -0.063
O 2.07262 -6.14585 1.11618 0.146 -0.088 -0.041
O 1.54865 -4.69470 2.61647 0.016 -0.055 0.095
H -0.26163 -6.49165 0.72542 0.017 0.012 -0.018
H -0.63251 -6.07223 2.43173 0.054 0.073 -0.067
H -0.59703 -4.79803 1.18680 -0.056 0.124 0.018
C 3.30082 -6.14317 -1.89734 0.020 -0.040 -0.037
N 2.19020 -5.74420 -2.81067 -0.071 0.024 0.106
O 2.38975 -5.78162 -4.00723 0.058 0.020 -0.098
O 1.13828 -5.40498 -2.30218 0.200 -0.100 0.085
H 4.15751 -6.42463 -2.49777 -0.066 0.049 -0.090
H 3.52511 -5.29534 -1.25680 -0.098 -0.006 0.056
H 2.93725 -6.97564 -1.30317 -0.044 0.085 0.104
C -3.59416 -2.51728 -1.03857 -0.042 0.111 -0.039
N -3.03647 -3.85531 -1.37498 -0.073 0.228 -0.049
O -2.94058 -4.15580 -2.54291 -0.140 -0.224 -0.068
O -2.71114 -4.56751 -0.44366 0.055 -0.069 0.052
H -3.83115 -2.00314 -1.96101 0.023 -0.005 -0.010
H -4.48241 -2.67503 -0.43334 0.066 -0.041 0.089
H -2.84007 -1.97566 -0.47722 0.010 -0.001 0.087
C 0.68906 -2.66866 -3.77146 -0.156 -0.185 0.028
N -0.21460 -1.61192 -3.23758 -0.008 0.079 0.177
O -1.24998 -1.94522 -2.68767 0.312 0.031 -0.144
O 0.13984 -0.46253 -3.38340 0.011 0.106 -0.090
H 0.24053 -3.63698 -3.58906 -0.037 0.016 0.061
H 0.80304 -2.47782 -4.83478 0.089 0.081 0.024
H 1.64287 -2.56798 -3.25897 0.010 0.088 -0.055
C -3.22233 -1.56845 -5.32774 0.023 -0.063 0.203
N -4.27493 -0.53977 -5.55108 0.048 -0.039 -0.100
O -4.82054 -0.06469 -4.57710 -0.057 0.049 0.064
O -4.52144 -0.24476 -6.70262 0.000 0.011 0.053
H -3.11028 -1.72658 -4.26228 0.001 0.014 0.006
H -3.54514 -2.47632 -5.82809 0.021 0.032 -0.076
H -2.30342 -1.19057 -5.76658 -0.034 -0.001 -0.079
C 4.52316 0.33048 -1.79215 0.070 0.062 0.007
N 4.83726 -1.02504 -2.32180 0.099 -0.012 0.075
O 5.99812 -1.32189 -2.49960 -0.037 0.055 -0.006
O 3.89593 -1.76159 -2.54745 -0.149 -0.055 -0.010
H 5.45450 0.86061 -1.64084 0.040 -0.050 0.023
H 3.89046 0.82418 -2.52529 -0.053 -0.064 0.028
H 3.99584 0.19429 -0.85347 -0.017 -0.050 0.044
C -3.38906 2.38033 1.38442 0.141 0.075 0.213
N -3.42623 0.97026 0.94614 -0.107 -0.823 -0.232
O -3.62387 0.77875 -0.24053 -0.013 0.042 -0.392
O -3.29369 0.06615 1.74292 -0.166 0.611 0.314
H -3.53577 2.99640 0.50999 0.046 0.018 0.046
H -4.19425 2.51390 2.10083 0.037 0.009 0.074
H -2.42496 2.57142 1.84771 0.021 -0.097 0.077
C 1.04735 5.56675 2.04244 -0.269 -0.539 0.069
N 0.31377 6.71419 2.63177 -0.041 0.161 -0.032
O -0.68817 6.49165 3.27719 -0.098 -0.079 0.043
O 0.76048 7.82592 2.42049 0.075 -0.012 -0.036
H 0.52504 4.63960 2.30637 0.197 0.511 0.001
H 1.06952 5.71576 0.96620 0.059 0.015 0.208
H 2.05288 5.58315 2.45353 0.007 0.008 -0.049
C -2.06537 -5.72270 6.05281 0.121 -0.074 0.043
N -2.59852 -5.70306 4.66406 0.013 0.043 -0.051
O -2.15764 -6.51629 3.87514 -0.106 -0.063 0.095
O -3.43782 -4.86937 4.40875 -0.047 -0.024 0.013
H -1.32848 -6.51322 6.12435 -0.003 -0.006 -0.044
H -1.62234 -4.74926 6.24048 -0.059 0.029 0.005
H -2.90501 -5.89854 6.71809 -0.024 0.075 -0.007
C -5.07032 -6.72436 0.47014 -0.085 0.089 0.143
N -4.69482 -8.14208 0.72398 -0.007 0.014 0.018
O -5.21747 -8.70850 1.66287 -0.002 -0.011 0.001
O -3.88825 -8.64088 -0.03101 -0.005 -0.013 -0.004
H -5.79335 -6.42731 1.22023 0.000 -0.048 0.021
H -4.16680 -6.12526 0.53384 0.041 -0.038 -0.091
H -5.49145 -6.67599 -0.52983 0.094 -0.010 -0.041
C -4.81260 6.82957 -1.19243 -0.135 0.043 0.018
N -4.15438 5.58308 -0.72711 0.154 0.033 -0.220
O -4.65767 4.99158 0.20320 -0.128 -0.064 0.155
O -3.15710 5.22635 -1.32093 -0.113 0.024 0.070
H -5.68944 6.99303 -0.57867 -0.001 -0.009 0.014
H -4.09156 7.63642 -1.09167 0.009 -0.052 -0.087
H -5.08455 6.66323 -2.23065 0.056 0.071 -0.013
C 1.95469 8.17057 -2.09076 -0.109 0.168 0.177
N 2.14625 6.70680 -1.90962 0.020 0.049 -0.042
O 1.58726 6.17520 -0.97160 0.026 -0.027 -0.176
O 2.85775 6.14168 -2.71027 -0.013 -0.004 0.014
H 1.30361 8.53343 -1.30402 0.002 -0.081 0.039
H 2.93380 8.63578 -2.02455 0.029 0.014 -0.141
H 1.51161 8.32571 -3.06950 0.117 -0.036 -0.061
C -5.75182 2.25559 -1.94391 -0.053 -0.086 -0.010
N -7.02527 2.99538 -1.71569 0.141 -0.073 0.036
O -7.93317 2.41343 -1.16391 -0.045 0.025 -0.009
O -7.06955 4.15011 -2.09607 0.029 0.107 -0.016
H -5.86220 1.25244 -1.55276 -0.014 0.029 0.011
H -5.56936 2.24555 -3.01425 0.024 0.035 -0.017
H -4.96311 2.79293 -1.42581 -0.015 0.022 -0.048
C 6.43556 9.05698 0.18373 0.111 -0.059 -0.058
N 5.29889 9.60965 -0.60346 0.098 -0.028 0.023
O 5.36583 9.54257 -1.81498 -0.099 0.001 0.013
O 4.37700 10.08753 0.02230 -0.022 -0.017 -0.058
H 7.17125 8.66710 -0.50881 -0.029 0.007 -0.035
H 6.84077 9.86847 0.78018 -0.066 -0.010 0.061
H 6.03688 8.27358 0.82110 -0.029 0.055 0.054
```
Forces are in eV/Å.

Its total charge is -1. The multiplicity is 1. The value obtained for the orbital gap is 4.93 eV. For the HOMO energy, the calculation gives -3.808 eV. For the max |F|, the calculation gives 0.021 Eh/bohr.

Results of the Löwdin charge analysis, in e, for atoms 1 through 6: C -0.13; C -0.69; Cl 0.65; C -0.56; Cl 0.66; C -0.47

***

C7H15NO | ωB97M-V/def2-TZVPD

Structure (XYZ):
```
24
Properties=species:S:1:pos:R:3:forces:R:3
C -1.40787 -3.07119 -0.79944 -0.059 0.048 -0.045
C -1.17933 -2.15734 0.12685 1.750 0.265 0.273
C 0.05966 -1.16103 0.14147 -2.292 -1.077 -0.249
N 0.96904 -1.32266 -0.96389 0.108 -0.012 -0.240
C -0.56102 0.24510 0.15351 1.742 1.072 1.454
O -0.96522 0.69373 -1.10637 -0.160 -0.187 -0.642
C 0.45152 1.27822 0.82990 -0.992 -0.323 -0.629
C -0.30064 2.57465 1.11753 0.175 -0.170 0.034
C 1.66827 1.54324 -0.05085 0.137 -0.163 0.397
H -0.79232 -3.17364 -1.68133 0.163 0.037 -0.064
H -2.22753 -3.76788 -0.72421 -0.195 0.007 0.036
H -1.79670 -2.12186 1.01670 -0.148 0.123 0.007
H 0.60811 -1.32054 1.07624 -0.138 0.054 -0.086
H 1.44084 -2.21777 -0.91631 -0.082 0.041 -0.116
H 0.45983 -1.27223 -1.84095 0.095 -0.266 0.046
H -1.46001 0.23884 0.77758 0.056 -0.080 -0.100
H -0.21608 0.62522 -1.71293 -0.041 0.171 0.162
H 0.77939 0.83839 1.77711 -0.031 -0.061 -0.029
H 0.37568 3.32655 1.52041 0.002 0.115 0.056
H -0.74105 2.96022 0.20026 -0.017 0.064 -0.084
H -1.10357 2.40931 1.83309 -0.091 0.036 0.100
H 2.40315 2.12784 0.50045 0.005 0.199 0.023
H 2.14869 0.61170 -0.33994 -0.004 0.104 -0.155
H 1.38715 2.11312 -0.93489 0.015 0.003 -0.149
```
Forces are in eV/Å.

The multiplicity is 1. The value obtained for the orbital gap is 10.08 eV. As for the structure (SMILES): C=C[C@@H](N)[C@H](O)C(C)C. For the HOMO energy, the calculation gives -9.169 eV. For the max |F|, the calculation gives 0.049 Eh/bohr.

Results of the Löwdin charge analysis, in e, for atoms 1 through 6: C -0.01; C -0.11; C -0.33; N 0.04; C -0.35; O -0.01

***

H22O11 | ωB97M-V/def2-TZVPD

Structure (XYZ):
```
33
Properties=species:S:1:pos:R:3:forces:R:3
O 8.94900 -6.99700 2.75500 -0.939 -2.257 -1.860
H 9.29500 -6.50900 3.46400 0.396 0.452 1.876
H 8.83500 -7.96800 2.93500 0.329 1.728 0.381
O 12.43700 -6.24400 0.09400 0.531 0.587 -0.023
H 13.17500 -6.77000 -0.20100 0.559 -0.043 -0.487
H 12.00000 -6.87700 0.65000 -0.734 -0.457 0.203
O 12.82200 -10.00800 2.61400 1.011 1.018 0.509
H 12.29300 -10.52100 3.18700 -1.599 -1.769 0.723
H 13.33400 -9.54300 3.28400 0.599 0.374 -0.289
O 10.65700 -4.35400 2.37200 -0.624 0.550 -0.797
H 11.19800 -3.69100 2.78900 0.304 0.179 0.246
H 10.65300 -5.12200 2.92300 0.451 -0.462 0.495
O 8.68200 -8.01100 0.10700 -2.018 -1.013 -0.144
H 7.89600 -8.31500 0.61900 0.917 0.531 -0.690
H 9.44100 -8.27800 0.61000 0.901 -0.431 0.458
O 11.17100 -8.46400 1.32800 -1.147 1.830 0.332
H 11.00400 -7.73000 1.98500 -0.082 -0.767 -0.971
H 11.62900 -9.10600 1.85500 0.548 -0.794 0.181
O 14.44300 -11.34700 0.98300 -0.091 0.055 -1.068
H 13.81000 -10.88300 1.54000 0.180 -0.067 0.351
H 15.02700 -11.85400 1.53500 0.202 -0.263 0.383
O 9.31600 -5.47600 -0.04100 0.261 0.371 0.009
H 9.95200 -5.31400 0.68200 -0.563 -0.235 -0.619
H 9.09300 -6.42800 -0.10600 0.228 0.788 0.419
O 10.57300 -12.11400 2.52400 0.666 0.427 2.211
H 11.01500 -11.88100 1.73500 0.893 0.746 -1.811
H 9.83300 -12.58200 2.21100 -1.574 -0.962 -0.341
O 11.54300 -11.11100 0.08700 -1.565 0.905 0.035
H 11.60600 -10.19800 -0.23000 -0.327 -0.130 0.125
H 12.41100 -11.43300 0.00900 2.072 -0.923 -0.303
O 11.82100 -6.70200 3.38300 0.339 -0.712 0.523
H 12.72400 -6.90000 3.06300 -0.627 0.247 0.269
H 11.54700 -7.42100 3.98600 0.504 0.494 -0.322
```
Forces are in eV/Å.

The multiplicity is 1. The value obtained for the orbital gap is 8.01 eV. As for the structure (SMILES): O.O.O.O.O.O.O.O.O.O.O. For the HOMO energy, the calculation gives -8.958 eV. For the max |F|, the calculation gives 0.060 Eh/bohr.

Results of the Löwdin charge analysis, in e, for atoms 1 through 6: O -0.03; H 0.00; H 0.09; O -0.03; H 0.03; H -0.04

***

C10H10OS | ωB97M-V/def2-TZVPD

Structure (XYZ):
```
22
Properties=species:S:1:pos:R:3:forces:R:3
C 3.64744 -0.75926 0.69278 -0.429 2.041 -1.484
C 2.43142 0.03256 0.45742 1.139 -1.409 1.346
C 1.37842 0.58791 0.45654 0.331 -0.215 -1.488
C 0.22543 1.40122 0.20362 1.742 1.500 0.710
S 0.60225 2.67934 -1.13565 -0.231 -0.740 0.534
C -0.96383 0.58969 -0.11630 -1.016 -0.380 -0.480
C -1.05327 -0.05645 -1.36900 -2.946 -0.167 3.300
C -2.23129 -0.76821 -1.63947 2.167 0.481 -1.650
C -3.24697 -0.79023 -0.74878 -2.372 -2.189 -0.410
C -3.16185 -0.20331 0.47724 1.800 0.548 -1.253
C -2.02605 0.50954 0.81475 -0.021 -0.731 -2.480
O -1.84511 1.17417 1.92392 -2.285 2.465 4.279
H 3.48888 -1.77217 0.79787 -0.729 -2.412 -0.755
H 4.32918 -0.48569 -0.09916 0.455 -0.517 -0.283
H 4.14571 -0.60036 1.59190 0.701 1.292 1.787
H 0.35655 1.95641 1.16043 -1.834 0.303 -0.616
H 0.66210 1.71090 -2.06501 0.164 0.397 -0.074
H -0.31231 -0.03859 -2.07677 1.781 0.146 -1.420
H -2.22628 -1.20929 -2.62595 -0.610 -0.365 0.053
H -4.20626 -1.40280 -0.90724 1.594 1.071 -0.223
H -4.06201 -0.28096 0.93720 -2.093 0.241 2.534
H -2.71767 1.47967 2.42917 2.692 -1.360 -1.927
```
Forces are in eV/Å.

The multiplicity is 1. The value obtained for the orbital gap is 9.04 eV. As for the structure (SMILES): CC#C[C@@H](S)c1ccccc1O. For the HOMO energy, the calculation gives -8.510 eV. For the max |F|, the calculation gives 0.106 Eh/bohr.

Results of the Löwdin charge analysis, in e, for atoms 1 through 6: C -0.08; C -0.04; C -0.10; C -0.58; S 0.77; C -0.19

***

C4H9NP | ωB97M-V/def2-TZVPD

Structure (XYZ):
```
15
Properties=species:S:1:pos:R:3:forces:R:3
C 0.31843 1.74230 -0.16886 -0.543 -2.430 -1.744
C 1.00973 0.38426 -0.12662 0.610 -0.673 -0.976
C 0.32797 -0.55426 0.90863 0.319 -0.569 -0.391
C -1.13678 -0.76088 0.53229 -1.701 -0.918 0.460
N -1.51447 -0.62436 -0.93581 -1.607 0.333 1.143
P -2.31957 0.72784 0.26395 3.117 -1.544 -0.668
H 0.19382 2.25892 0.71623 0.000 1.170 1.640
H 1.08929 -0.10204 -1.17567 -0.585 0.729 1.554
H 2.11767 0.32587 0.12552 -1.161 0.979 0.058
H 0.85580 -1.55828 0.94127 -0.552 1.193 -0.005
H 0.36013 -0.10475 1.92956 0.025 -0.369 -0.738
H -1.60538 -1.75255 1.04538 0.916 2.517 -1.585
H 0.23242 2.29539 -1.11734 0.071 -0.269 0.629
H -2.15515 -1.30762 -1.36786 0.535 0.404 0.432
H -1.01613 -0.04595 -1.60358 0.555 -0.553 0.191
```
Forces are in eV/Å.

Its total charge is +1. The multiplicity is 1. The value obtained for the orbital gap (alpha / beta) is 7.63 / 8.38 eV. For the HOMO energy (alpha / beta), the calculation gives -13.143 / -13.301 eV. For the max |F|, the calculation gives 0.069 Eh/bohr.

Results of the Löwdin charge analysis, in e, for atoms 1 through 6: C 0.04; C -0.26; C -0.23; C -0.52; N -0.13; P 1.06

***

C10H6AsBr2N2PtS4 | ωB97M-V/def2-TZVPD

Structure (XYZ):
```
26
Properties=species:S:1:pos:R:3:forces:R:3
Pt -0.04055 -0.12269 0.09797 -0.055 -0.236 0.176
Br -1.22345 5.74313 -3.09752 -0.048 0.159 -0.080
C -0.93626 4.13485 -2.20578 0.027 0.062 -0.043
C -1.95474 3.54467 -1.47910 -0.087 -0.119 0.103
C -1.68552 2.35127 -0.83944 0.119 0.019 -0.054
N -0.48551 1.76266 -0.90388 -0.211 0.112 0.009
C 0.49968 2.33888 -1.60779 0.258 -0.192 0.027
C 0.30865 3.53038 -2.27411 0.038 0.032 -0.037
C 1.79545 1.60071 -1.61344 -0.288 0.138 0.018
C 2.91526 2.04641 -2.28357 -0.003 0.053 -0.034
C 4.06921 1.28183 -2.22556 0.045 0.072 -0.056
Br 5.59726 1.85971 -3.11968 0.139 0.030 -0.069
C 4.08195 0.09978 -1.50738 -0.041 -0.149 0.104
C 2.92149 -0.27877 -0.86281 -0.048 0.116 -0.048
N 1.80519 0.45687 -0.91530 0.215 -0.116 -0.017
H -2.93340 3.99560 -1.40860 0.001 -0.001 -0.002
H -2.44223 1.84369 -0.25736 0.004 -0.017 0.008
H 1.10165 3.99281 -2.84055 -0.004 0.011 -0.006
H 2.90749 2.96771 -2.84456 0.009 0.003 -0.005
H 4.96825 -0.51424 -1.44719 -0.003 -0.002 0.003
H 2.87182 -1.19194 -0.28601 -0.014 -0.006 0.009
S -3.29640 -2.35582 2.59829 -0.363 -0.120 0.200
As -1.34698 -2.39539 1.94242 0.041 -0.095 0.047
S -0.19412 -0.55327 2.33949 0.141 0.253 -0.203
S -1.09564 -2.12526 -0.23587 0.141 0.251 -0.213
S -0.63226 -4.15168 2.75962 -0.012 -0.260 0.164
```
Forces are in eV/Å.

Its total charge is +1. The multiplicity is 5. The expectation value of S² is 6.03. The value obtained for the orbital gap (alpha / beta) is 7.44 / 5.40 eV. For the HOMO energy (alpha / beta), the calculation gives -11.639 / -11.886 eV. For the max |F|, the calculation gives 0.008 Eh/bohr.

Results of the Löwdin charge analysis, in e, for atoms 1 through 6: Pt 0.64; Br 0.87; C -0.67; C -0.07; C -0.08; N -0.07